No. 1
Density functional theory data (ωB97M-V with the def2-TZVPD basis set) for the molecule C18H23NO2 at a distorted geometry.

XYZ file:
```
44
Properties=species:S:1:pos:R:3:forces:R:3:lowdin_charge:R:1
C -1.494 -6.377 -0.781 0.036 -0.278 0.060 -0.091
C -1.409 -5.058 -1.362 -0.086 0.880 -0.128 -0.053
C -1.373 -3.937 -1.797 0.146 -1.007 0.116 0.071
C -1.209 -2.681 -2.488 -0.149 0.464 -0.209 -0.493
O -0.697 -2.622 -3.594 0.087 -0.078 -0.073 0.064
N -1.676 -1.593 -1.830 0.027 0.012 -0.119 -0.067
C -2.103 -1.597 -0.456 0.004 -0.112 0.516 -0.135
C -0.981 -1.079 0.456 -0.123 -0.010 -0.197 -0.089
H -0.301 -1.893 0.711 -0.017 -0.050 0.076 0.120
H -1.426 -0.719 1.384 0.006 0.005 0.084 0.119
C -0.159 0.049 -0.212 0.170 -0.006 0.157 -0.421
C -1.010 0.714 -1.303 0.131 -0.222 0.072 -0.108
H -0.452 1.519 -1.781 -0.052 0.080 -0.015 0.115
C -1.451 -0.276 -2.387 0.091 0.250 -0.378 -0.125
H -2.373 0.082 -2.864 0.133 -0.012 -0.040 0.132
H -0.692 -0.379 -3.167 -0.146 0.032 0.094 0.122
H -1.886 1.157 -0.825 0.001 0.084 0.036 0.124
C 1.113 -0.553 -0.838 -0.317 0.198 -0.337 -0.199
O 1.958 -1.030 0.190 0.210 -0.049 0.265 -0.045
H 2.709 -1.474 -0.214 -0.052 -0.004 0.035 0.098
H 0.846 -1.375 -1.511 0.008 0.112 -0.023 0.123
H 1.628 0.216 -1.432 -0.061 -0.025 0.013 0.130
C 0.221 1.067 0.880 0.149 -0.105 -0.353 -0.136
H 0.687 0.518 1.699 -0.067 0.030 0.119 0.123
H -0.697 1.525 1.258 -0.048 -0.046 0.063 0.127
C 1.181 2.184 0.452 -0.197 -0.153 0.192 -0.144
C 1.362 3.148 1.589 0.083 0.058 -0.136 -0.240
C 0.582 4.293 1.683 0.013 -0.020 -0.011 -0.047
C 0.727 5.162 2.750 -0.059 0.083 0.044 -0.090
C 1.654 4.893 3.742 0.005 0.077 0.091 -0.100
C 2.434 3.752 3.661 0.048 -0.009 0.091 -0.087
C 2.287 2.886 2.592 -0.016 0.003 -0.026 -0.043
H 2.896 1.996 2.530 0.079 -0.109 -0.019 0.115
H 3.159 3.537 4.432 0.057 -0.016 0.054 0.100
H 1.769 5.571 4.575 0.012 0.051 0.059 0.098
H 0.116 6.051 2.807 -0.042 0.067 0.004 0.100
H -0.143 4.509 0.910 -0.066 0.015 -0.096 0.111
H 2.146 1.750 0.190 0.035 0.005 -0.106 0.115
H 0.784 2.714 -0.415 0.069 0.014 -0.055 0.111
H -2.985 -0.953 -0.376 -0.001 -0.101 0.010 0.130
H -2.391 -2.610 -0.169 -0.077 0.168 -0.034 0.115
H -1.369 -6.322 0.300 -0.011 -0.087 0.000 0.083
H -2.466 -6.814 -1.004 0.017 -0.085 0.044 0.085
H -0.716 -7.014 -1.200 -0.031 -0.104 0.061 0.083
```
Forces are in eV/Å.

Summary:
LUMO, Ha: 0.025
Energy relative to the best compared isomer or geometry (same formula, charge and spin), eV: 1.890
E, hartree: -904.8879
Highest occupied orbital energy, eV: -8.9
Charge: 0
Frontier orbital gap, eV: 9.60

=====

No. 2
Density functional theory data (ωB97M-V with the def2-TZVPD basis set) for a structure of composition C7H17AgClNO3 at a distorted geometry.

XYZ file:
```
30
Properties=species:S:1:pos:R:3:forces:R:3:lowdin_charge:R:1
Ag 1.518 0.486 -0.384 0.476 -0.552 -0.834 0.577
Cl 3.074 -0.160 -2.406 -0.806 0.452 0.873 -0.498
C 2.369 0.366 2.973 0.131 -0.031 0.183 -0.094
O 1.486 -0.185 2.016 -0.076 0.208 -0.057 -0.248
C 1.283 -1.568 2.180 -0.109 -0.498 0.463 -0.214
C 0.221 -2.067 1.241 -0.100 -0.875 -0.334 -0.221
O 0.685 -1.932 -0.081 -0.061 0.887 -0.102 -0.265
C -0.218 -2.328 -1.115 0.919 -0.305 0.091 -0.083
H 2.015 0.183 3.993 -0.079 -0.080 -0.055 0.091
H 2.405 1.442 2.819 0.043 -0.014 -0.116 0.089
H 3.372 -0.060 2.874 0.008 0.049 -0.050 0.097
H 0.980 -1.808 3.210 -0.199 0.300 -0.011 0.131
H 2.202 -2.154 2.042 0.120 0.302 -0.353 0.139
H -0.757 -1.593 1.368 0.136 0.300 0.099 0.128
H 0.095 -3.140 1.457 -0.105 0.038 0.125 0.133
H -1.260 -2.294 -0.797 0.005 -0.169 0.073 0.092
H 0.146 -3.314 -1.416 -0.696 -0.208 -0.092 0.096
H -0.081 -1.677 -1.976 0.070 0.188 0.140 0.058
C -2.252 2.806 0.030 -0.777 -0.211 -1.125 0.008
C -1.592 1.748 -0.821 0.083 -0.170 0.249 -0.550
O -1.047 0.786 -0.276 0.553 0.074 -0.050 -0.023
N -1.670 1.850 -2.156 0.145 0.299 -0.297 0.021
C -0.954 0.936 -3.034 -0.651 -0.595 0.022 -0.060
H -1.629 3.031 0.885 -0.175 -0.060 0.205 0.085
H -3.221 2.359 0.268 0.158 0.070 0.702 0.092
H -2.522 3.700 -0.534 0.373 0.125 0.039 0.076
H -2.270 2.546 -2.562 0.158 0.175 0.058 0.136
H 0.065 0.794 -2.678 0.065 -0.027 -0.152 0.033
H -0.965 1.271 -4.067 0.138 0.449 0.133 0.089
H -1.479 -0.023 -3.055 0.252 -0.118 0.171 0.084
```
Forces are in eV/Å.

Summary:
LUMO, Ha: 0.010
Energy relative to the best compared isomer or geometry (same formula, charge and spin), eV: 0.090
E, hartree: -1164.5381
Highest occupied orbital energy, eV: -8.2
Charge: 0
Frontier orbital gap, eV: 8.47

=====

No. 3
Density functional theory data (ωB97M-V with the def2-TZVPD basis set) for a cluster of 2 separate species, C2H3Cl3 in total at a distorted geometry.

XYZ file:
```
8
Properties=species:S:1:pos:R:3:forces:R:3:lowdin_charge:R:1
C 2.121 0.574 0.856 -0.558 1.334 -4.127 -0.399
C -1.527 -0.658 -0.768 -0.959 1.277 1.009 -1.237
Cl 0.838 -0.484 0.273 1.551 0.198 0.505 0.537
Cl -1.960 1.016 -0.624 0.187 -0.600 -0.366 0.520
Cl -2.362 -1.725 0.210 -0.453 -0.605 0.869 0.584
H 2.415 1.366 -0.009 -0.330 -2.159 2.207 0.061
H 1.823 1.009 1.755 -0.036 0.536 1.622 -0.048
H -1.348 -1.098 -1.693 0.598 0.019 -1.719 -0.017
```
Forces are in eV/Å.

Summary:
LUMO (spin up / spin down), Ha: -0.016 / -0.022
Energy relative to the best compared isomer or geometry (same formula, charge and spin), eV: 4.504
E, hartree: -1458.4192
Highest occupied orbital energy (spin up / spin down), eV: -9.2 / -8.4
Charge: 0
Frontier orbital gap (spin up / spin down), eV: 8.71 / 7.80

=====

No. 4
Density functional theory data (ωB97M-V with the def2-TZVPD basis set) for the molecule C4H6N2O.

XYZ file:
```
13
Properties=species:S:1:pos:R:3:forces:R:3:lowdin_charge:R:1
N -2.326 -0.210 -0.003 -0.088 -0.098 0.196 0.072
C -0.949 0.091 -0.038 0.192 0.149 -0.117 -0.390
C -0.291 1.190 -0.506 -0.179 -0.086 0.065 -0.048
C 1.121 0.940 -0.399 0.116 -0.073 0.013 -0.047
C 1.253 -0.317 0.120 -0.216 0.244 -0.092 -0.399
O 2.331 -1.093 0.409 0.114 0.177 -0.012 0.067
N 0.013 -0.853 0.332 0.046 0.097 0.149 0.128
H -2.753 -0.106 0.912 0.103 0.002 -0.136 0.074
H -2.514 -1.144 -0.356 -0.033 0.202 0.042 0.076
H -0.766 2.080 -0.898 0.089 -0.219 -0.011 0.101
H 1.926 1.596 -0.703 -0.112 -0.102 0.020 0.097
H 3.114 -0.631 0.086 -0.065 -0.120 0.111 0.112
H -0.158 -1.543 1.046 0.033 -0.174 -0.227 0.158
```
Forces are in eV/Å.

Summary:
LUMO, Ha: 0.030
Energy relative to the best compared isomer or geometry (same formula, charge and spin), eV: 0.983
E, hartree: -340.7588
Highest occupied orbital energy, eV: -7.5
Charge: 0
Frontier orbital gap, eV: 8.37